Entry 1:
Entry from OMol25: a molecular structure, C23H32AlBCl4CsF5MgN3O16P in a non-equilibrium geometry (ωB97M-V/def2-TZVPD).

Values from the calculation:
gap between HOMO and LUMO = 3.138 eV
HOMO = -0.25457 Eh

The geometry in XYZ format:
```
88
Properties=species:S:1:pos:R:3:forces:R:3:mulliken_charge:R:1
C -0.55107 0.57996 1.14011 0.0 -0.1 -0.6 -0.8389
C -0.41462 -0.36793 -0.08977 -1.3 0.3 1.1 -0.4945
P -1.16777 0.28894 -1.66232 2.8 0.2 -1.2 -0.1352
C -1.28000 2.13729 -1.64788 -0.9 0.2 0.2 -0.0682
C -2.67956 2.71514 -1.97036 0.1 0.7 0.4 -1.2768
N -2.83275 -0.36937 -1.76596 0.5 0.6 1.0 0.2607
C -2.96429 -1.24326 -2.73866 -2.8 -0.8 1.0 1.2005
N -4.35055 -1.62162 -2.67143 1.3 0.0 3.2 -0.6365
C -4.97241 -0.93392 -1.61360 0.9 0.2 0.9 -0.3998
C -6.41475 -1.03891 -1.16292 -0.4 1.9 -0.5 -0.6099
C -6.89652 0.42467 -0.81197 1.2 -0.6 2.6 0.1768
C -6.42841 0.91661 0.60638 -4.3 -0.6 -1.4 -0.7984
O -7.86358 0.49446 0.19649 0.6 -0.2 -1.6 -0.4578
C -3.99390 -0.12814 -1.03092 -0.6 -1.9 -1.8 -0.2237
H -1.56140 1.02685 1.11965 0.4 0.0 0.2 0.1971
H 0.19827 1.38051 1.06311 -0.3 -0.1 0.2 0.3068
H -0.40948 0.05986 2.09498 0.1 0.1 -0.3 0.1823
H -0.98604 -1.28537 0.14675 0.3 0.1 -0.3 0.3337
H 0.62506 -0.67062 -0.26310 -0.3 0.2 -0.3 0.5504
H -0.95045 2.56646 -0.69342 0.1 -0.2 -0.2 0.3432
H -0.60869 2.50368 -2.44635 -0.1 -0.3 0.4 0.1949
H -3.08185 2.40674 -2.94553 0.1 -0.1 0.3 0.2525
H -2.55465 3.80839 -2.02006 0.0 -0.4 -0.2 0.4429
H -3.41748 2.54833 -1.16486 0.2 -0.2 -0.4 0.3494
H -2.20927 -1.64044 -3.48576 -0.7 0.5 1.5 -0.4132
H -4.76455 -2.33088 -3.31670 0.1 0.5 4.2 0.3414
H -6.56274 -1.61253 -0.24275 0.2 -0.2 -0.4 0.2772
H -7.08822 -1.38462 -1.95924 0.3 -0.3 0.2 0.3120
H -6.91211 1.17241 -1.62158 -0.1 -0.4 0.4 0.3786
H -6.74104 1.94269 0.81008 1.6 0.1 0.3 0.4142
H -6.34958 0.17172 1.39975 1.4 0.5 -0.1 0.3091
H -4.04212 0.54272 -0.18541 0.2 -0.1 -0.3 0.5867
C 0.09763 -0.19794 6.76867 -0.1 0.0 0.1 -0.7976
C -0.49366 0.04448 5.39453 0.3 -0.2 -0.1 -0.2718
O 0.50773 0.43789 4.46230 -0.2 0.2 0.2 -0.4464
H 0.59162 0.70163 7.13419 0.0 0.0 0.0 0.1425
H -0.67621 -0.49024 7.48256 0.0 0.0 0.0 0.3882
H 0.85317 -0.98453 6.73284 0.0 0.0 0.0 0.1783
H -1.23268 0.84553 5.43468 0.0 0.0 -0.1 0.3334
H -0.98587 -0.86339 5.02294 -0.1 0.0 0.1 0.2660
H 1.15992 -0.27225 4.41279 -0.1 0.1 -0.2 0.1112
C 3.24455 -2.88770 4.96193 -0.1 0.2 -0.3 -0.4031
C 2.59319 -2.18800 3.84295 0.2 -0.3 0.2 0.5338
N 2.08395 -1.65829 2.95888 0.0 -0.1 0.1 -0.5087
H 3.98651 -3.58558 4.57734 0.0 0.0 0.0 0.3709
H 3.73595 -2.16776 5.61298 -0.1 0.0 0.0 -0.2108
H 2.50224 -3.43710 5.53802 0.0 0.0 0.0 0.3019
B 1.13931 -2.40773 -6.32334 1.6 0.2 -0.6 1.0784
O 1.85596 -3.48085 -7.01256 -0.4 0.4 0.2 -0.5175
C 2.76322 -2.91784 -7.82320 0.3 -1.2 -0.3 0.4832
O 3.51517 -3.51804 -8.52883 -0.1 0.1 0.1 -0.5630
C 2.65886 -1.42028 -7.68860 0.1 1.4 -0.1 0.6477
O 3.31252 -0.61179 -8.26849 -0.1 -0.2 0.0 -0.5480
O 1.69143 -1.14226 -6.79773 -0.4 -0.6 0.1 -0.4609
O -0.33134 -2.48118 -6.60656 -0.5 -0.1 0.6 -0.4310
C -0.94278 -2.63430 -5.48255 -0.2 -0.1 -1.4 0.3964
O -2.15996 -2.72955 -5.36760 1.3 -0.5 0.2 -0.9035
C 0.05301 -2.67358 -4.35330 1.4 -0.1 1.3 0.7704
O -0.23755 -2.80494 -3.19063 -0.5 0.1 -0.2 -0.6620
O 1.25970 -2.54101 -4.84592 -1.1 -0.1 -0.2 -0.4543
Cs -4.33459 -1.67410 -5.08207 -1.6 1.5 -8.2 1.1070
C 3.99868 2.21991 8.37181 -0.1 0.4 0.1 -0.3713
C 5.36581 1.58501 8.40732 0.4 0.2 0.0 -0.3608
O 5.05719 0.19032 8.47076 -0.2 0.1 0.0 -0.2478
C 3.82104 0.01889 7.95121 0.0 -0.1 0.0 0.5943
O 3.34073 -1.04159 7.70355 0.0 -0.1 -0.1 -0.4896
O 3.20565 1.20715 7.74802 0.2 -0.2 0.1 -0.2379
H 3.97517 3.14116 7.79427 -0.1 -0.1 -0.1 0.3090
H 3.60047 2.41598 9.36964 0.0 -0.1 0.0 0.2753
H 5.94222 1.77801 7.49990 -0.1 0.0 0.0 0.2485
H 5.95226 1.89205 9.27043 0.0 -0.2 0.0 0.3058
C -1.39939 0.61428 -9.39091 0.2 -1.1 2.0 0.8128
O -2.19563 0.73279 -8.45778 -0.2 0.4 -1.0 -0.5861
O -0.33006 -0.20632 -9.15774 -0.8 0.4 -0.3 -0.3383
O -1.41223 1.17514 -10.54346 0.6 1.8 -0.7 -0.7886
H -0.56963 -0.45973 -8.25039 0.8 -0.4 0.0 0.4015
Mg -0.52735 2.93211 -10.61415 -0.1 -1.2 0.7 0.9074
F 1.03674 7.01750 -3.40483 -0.1 -0.9 0.1 -0.4226
Al 1.09810 5.29589 -3.33353 0.5 0.1 -0.5 0.6410
F -0.52143 4.65731 -3.21139 0.6 0.1 0.1 -0.4079
F 2.00032 4.80053 -1.94578 -0.6 0.1 -0.6 -0.4309
F 1.82147 4.67362 -4.77567 -0.6 0.6 1.6 -0.3298
C 7.32697 -2.33005 6.63935 0.0 0.0 0.0 0.3331
Cl 6.52164 -1.23144 5.50370 0.1 0.0 0.1 -0.0945
Cl 6.13084 -3.42817 7.34692 0.1 0.1 -0.1 -0.0827
Cl 8.55340 -3.26956 5.77957 -0.1 0.1 0.0 -0.0926
Cl 8.10065 -1.39022 7.92245 0.0 0.0 -0.1 -0.0921
F 2.12190 3.69033 -6.72623 -0.4 -0.3 -1.2 -0.4435
```
Positions in Å, forces in eV/Å.

Entry 2:
Entry from OMol25: a molecular structure, C23H32B2Cl2F8O21Y in a non-equilibrium geometry (ωB97M-V/def2-TZVPD).

Values from the calculation:
charge = +1
gap between HOMO and LUMO = 9.078 eV
HOMO = -0.45661 Eh

The geometry in XYZ format:
```
89
Properties=species:S:1:pos:R:3:forces:R:3:mulliken_charge:R:1
Y 0.86452 0.39126 1.88936 -1.0 0.1 -0.4 2.7810
B 0.51174 0.82650 -0.64090 -1.3 -0.9 -0.5 -0.7031
F 0.40145 0.75535 -1.92914 0.2 0.8 -2.6 0.0963
F 1.71572 1.06342 -0.14637 4.6 1.1 0.8 -0.2763
F -0.28490 1.62774 0.12269 -1.9 1.6 0.7 -0.1924
F 0.25217 -0.44853 -0.10878 -0.9 -2.4 1.0 0.2541
B 3.05299 3.22554 2.06584 0.8 5.2 1.5 0.2125
F 4.37533 3.34666 2.19499 2.8 -2.1 -1.4 -0.3251
F 2.46857 1.97709 2.09362 -1.0 -3.5 1.3 0.1835
F 2.75860 4.07309 3.19549 -2.6 -0.8 0.5 -0.4246
F 2.55294 3.78712 0.93923 -0.6 0.4 -1.5 -0.3359
C -1.57338 2.47443 -3.77859 1.7 -0.9 0.9 -0.3991
C -1.92129 1.18298 -2.92069 -0.2 2.1 -1.7 1.2316
O -3.19132 0.91268 -3.46404 -2.4 0.6 -0.8 -0.4612
C -3.74348 2.02420 -4.23677 -1.9 -1.4 -1.1 0.5578
O -4.86596 2.08631 -4.75454 4.2 -0.6 2.4 -0.5470
O -2.75424 2.90482 -4.42207 -0.4 0.0 0.6 -0.3432
H -0.82527 2.27723 -4.54641 -0.1 -0.1 -0.1 0.2207
H -1.13501 3.20590 -3.09970 -0.4 0.4 -0.3 0.3347
H -1.92129 1.46213 -1.86704 -0.6 -0.2 0.0 0.0897
H -1.21858 0.36127 -3.05885 -0.6 0.1 -0.3 -0.7880
C 5.84104 -1.97204 0.13588 0.9 -0.4 -2.7 -0.3190
C 4.99564 -3.17429 -0.45650 0.2 2.4 0.9 -0.3709
O 3.72327 -2.86732 0.13239 -1.9 1.2 1.8 -0.2427
C 3.65235 -1.67143 0.81443 3.3 -0.1 -1.5 0.3576
O 2.65520 -1.13084 1.25346 1.5 -0.6 -0.2 -0.4583
O 4.98056 -1.08989 0.82605 -3.6 -1.9 1.1 -0.3496
H 6.17312 -1.39569 -0.72763 0.1 0.1 -0.1 0.2037
H 6.78178 -2.28872 0.58624 -0.6 0.1 1.1 0.3791
H 5.37548 -4.15765 -0.17935 -0.4 0.1 0.0 0.2857
H 4.82676 -3.03324 -1.52407 0.4 -0.4 0.0 0.2679
C -4.52735 0.75853 3.55722 -1.7 -0.1 0.4 -0.4426
C -4.29997 -0.60006 4.09976 -0.5 0.3 1.9 -0.3611
O -3.29140 -1.04285 3.29826 2.9 -2.9 -2.7 -0.3156
C -2.64571 -0.05686 2.67646 -0.5 -0.6 1.0 0.0002
O -1.59595 -0.13575 2.07606 0.5 -0.2 0.1 0.3491
O -3.28864 1.03799 2.90362 -0.5 2.6 -0.2 -0.2659
H -4.79825 1.40588 4.39128 0.5 0.7 -0.6 0.4022
H -5.35572 0.62404 2.86164 0.4 0.9 -0.5 0.2689
H -5.20662 -1.20397 4.06226 0.4 -0.2 0.0 0.3237
H -3.83452 -0.57801 5.08514 -0.6 -0.1 0.5 0.3253
C -2.81400 -1.70554 -0.87562 0.6 -0.5 -0.1 1.3376
C -3.78400 -2.87672 -0.83319 2.1 -0.4 -2.6 -0.5803
O -4.80045 -2.47098 0.00080 -1.5 -1.0 0.9 -0.3401
C -4.75526 -1.15600 0.07957 -1.7 0.9 4.6 0.6689
O -5.40747 -0.48510 0.87345 0.0 -1.0 -1.7 -0.6632
O -3.71534 -0.71649 -0.50124 2.0 3.7 -1.1 -0.3114
H -2.40027 -1.38482 -1.83168 -0.2 -0.7 -0.2 -0.5663
H -1.97092 -1.82739 -0.19557 -0.1 0.4 0.4 -0.4926
H -3.23906 -3.76155 -0.50418 -0.8 -0.2 -0.1 0.3583
H -4.14813 -2.85167 -1.86026 -0.3 -1.3 -0.1 0.4144
C -0.96109 -1.35366 -5.24944 1.6 0.6 -0.6 -0.0860
C 0.42867 -0.67362 -5.06854 -0.3 -0.2 0.4 -0.0309
O 0.95241 -1.32795 -3.89889 0.8 0.4 0.0 -0.2760
C 0.05654 -2.10052 -3.29883 -0.4 -0.8 -1.0 0.6026
O 0.23502 -2.71057 -2.27808 -0.6 0.7 -0.9 -0.4587
O -1.05223 -2.18994 -4.13313 -0.1 -0.5 2.4 -0.3414
H -0.96500 -2.02771 -6.10604 -0.4 0.5 -0.3 0.3445
H -1.68817 -0.54168 -5.26048 -0.5 -0.6 -0.1 0.1031
H 0.32558 0.37859 -4.80334 0.1 0.0 -0.2 -0.1834
H 1.12719 -0.78445 -5.89793 -0.1 -0.1 0.1 0.3760
C 0.18669 -5.52557 1.97474 -0.1 -0.7 0.7 -0.3594
C 1.66633 -5.27938 1.95153 -0.4 0.1 1.7 -0.3189
O 1.69237 -3.82832 2.07231 3.2 0.5 -0.5 -0.2993
C 0.52192 -3.24535 2.10529 0.1 -2.2 -1.3 0.4618
O 0.28138 -2.06632 2.01709 0.1 0.3 1.1 -0.4286
O -0.36675 -4.22107 2.11500 -2.7 0.4 -0.5 -0.3619
H -0.12119 -6.07981 2.86139 -0.1 -0.1 -0.2 0.2897
H -0.06690 -6.11155 1.09133 -0.9 0.8 -0.2 0.2830
H 2.13039 -5.78774 1.10636 0.4 1.2 -0.3 0.2848
H 2.08289 -5.68450 2.87373 0.5 0.2 -0.2 0.2942
C -0.71902 4.71251 5.17957 -1.2 0.3 1.2 -0.4218
C -1.43484 5.35641 3.98620 -0.6 -1.6 2.4 -0.3946
O -1.04329 4.42033 2.98788 -0.5 1.7 -3.0 -0.2728
C -0.65036 3.27997 3.45051 2.2 2.2 2.0 0.5244
O -0.35475 2.35649 2.74536 0.3 -2.1 -0.1 -0.4375
O -0.36452 3.42823 4.76422 0.0 -2.6 -1.5 -0.3094
H -1.46495 4.51086 5.94834 0.5 0.7 0.6 0.2741
H 0.18578 5.22631 5.50431 -0.2 0.0 0.1 0.3537
H -1.21826 6.41642 4.11884 0.5 0.1 -2.0 0.3580
H -2.51355 5.20405 4.02185 0.0 0.4 0.3 0.3197
Cl 5.38541 1.21533 -1.08024 0.3 -0.2 0.1 -0.1839
C 4.57991 2.53558 -1.91446 0.1 0.9 -0.8 -0.3063
C 4.06617 2.11630 -3.27375 -0.4 -1.3 0.8 -0.0604
Cl 3.33490 3.57013 -3.98620 -0.1 -0.5 -0.3 -0.1920
H 5.24213 3.38121 -2.10021 0.3 -0.1 0.6 0.4221
H 3.73930 2.84792 -1.29486 0.2 0.1 0.0 0.0861
H 3.37666 1.30233 -3.04986 -1.0 0.4 -0.3 -0.0700
H 4.74175 1.57197 -3.93358 0.6 0.9 -0.1 0.3860
```
Positions in Å, forces in eV/Å.

Entry 3:
Entry from OMol25: a molecular structure, C23H32B3CaF12O21 in a non-equilibrium geometry (ωB97M-V/def2-TZVPD).

Values from the calculation:
charge = -1
gap between HOMO and LUMO = 9.166 eV
HOMO = -0.29338 Eh

The geometry in XYZ format:
```
92
Properties=species:S:1:pos:R:3:forces:R:3:mulliken_charge:R:1
Ca 1.28175 1.87713 -0.03902 0.1 0.8 1.3 1.6723
B -0.17373 -0.44494 -0.34598 -0.9 -0.2 -0.1 0.2304
F 0.94050 -0.44038 0.48225 0.6 -0.6 0.3 0.3054
F 0.24818 -0.54346 -1.67007 0.1 -0.3 -0.5 -0.4520
F -1.12293 -1.41129 -0.04178 0.3 -0.1 0.0 0.0663
F -0.73268 0.83889 -0.16567 -0.6 0.2 -0.2 -0.5606
B 0.19519 4.56533 0.60950 -0.3 1.1 0.9 0.1771
F 0.34827 5.24657 -0.58961 -0.1 0.0 -0.4 -0.4060
F -0.54661 3.38807 0.43904 -0.8 -0.5 -0.9 0.0340
F 1.46134 4.06386 0.99463 1.1 -0.3 -0.3 -0.4266
F -0.36530 5.35945 1.59556 0.1 -0.2 -0.4 -0.3512
B 0.77403 2.25280 3.44219 -0.5 1.0 1.7 -0.4020
F 0.44932 1.73836 2.15016 0.2 -0.5 -0.3 1.2576
F 1.99214 2.92388 3.40043 0.3 -0.3 -0.2 -0.3615
F -0.22620 3.16464 3.84922 0.1 -0.5 -0.5 -0.4200
F 0.80522 1.20457 4.38953 0.2 -0.2 -0.6 -0.3419
C 2.00782 -2.92193 2.15634 0.5 0.8 -0.7 0.1163
C 1.40497 -3.49534 0.84556 0.9 0.7 1.3 0.6710
O 0.91803 -4.75462 1.26974 -0.3 -0.4 -0.5 -0.4431
C 1.04200 -4.91880 2.59869 -0.6 -0.4 0.6 0.6162
O 0.65520 -5.88863 3.18347 0.4 0.5 -0.3 -0.5762
O 1.59926 -3.83244 3.16804 0.1 -0.1 0.0 -0.4274
H 1.73617 -1.88962 2.38091 -0.7 -0.3 0.1 -0.1184
H 3.09496 -2.84913 2.06770 0.1 -0.6 0.3 0.2283
H 2.24801 -3.65438 0.17412 -0.5 0.1 -0.5 0.0698
H 0.61092 -2.84585 0.49151 0.0 -0.4 -0.4 -0.2052
C 4.73777 -2.28593 -1.60269 -0.1 -2.0 -1.4 -0.3638
C 4.57493 -1.87608 -3.08529 0.1 -0.3 1.3 -0.4590
O 4.10003 -0.54400 -2.96362 0.3 0.6 -0.3 -0.3829
C 3.65944 -0.33124 -1.71168 -0.7 -0.3 -0.3 0.2646
O 2.96645 0.58270 -1.39457 0.2 0.8 0.1 -0.4315
O 3.99055 -1.32920 -0.89400 0.5 -0.3 0.5 -0.0489
H 5.76129 -2.49189 -1.29090 0.1 1.1 0.4 0.3378
H 4.30195 -3.28998 -1.57337 -0.5 0.2 0.7 0.2709
H 3.77363 -2.46806 -3.52587 0.3 0.0 -0.4 0.2887
H 5.53069 -1.97133 -3.59261 -0.2 0.4 -0.4 0.3251
C 5.10849 0.22546 4.45848 -0.5 0.7 1.2 -0.5166
C 5.72502 -0.65703 3.43094 0.4 0.0 -0.1 -0.3125
O 4.62288 -0.84889 2.54183 0.3 -0.3 -0.4 -0.2907
C 3.90165 0.29658 2.57689 -0.9 0.4 0.5 0.1038
O 3.09879 0.61196 1.75858 0.1 0.0 -0.6 0.0425
O 4.15958 0.99096 3.69233 0.6 -0.4 0.0 -0.2447
H 5.75412 0.90074 5.01735 0.2 0.1 -0.5 0.3234
H 4.59539 -0.33870 5.24226 -0.3 -0.1 -0.3 0.2785
H 6.07710 -1.60022 3.84045 -0.1 -0.1 -0.2 0.3149
H 6.51135 -0.14413 2.86962 0.1 -0.1 0.1 0.2535
C -2.62385 0.23736 -2.35986 -0.1 -1.9 0.6 1.5438
C -2.27874 -0.85437 -3.40389 -0.6 -0.2 0.5 -0.0793
O -3.35532 -0.74493 -4.33793 0.1 0.4 -1.2 -0.4405
C -4.16372 0.28636 -4.02734 -0.9 0.3 1.0 0.4387
O -5.08485 0.71290 -4.65756 0.6 -0.5 -0.4 -0.5749
O -3.88568 0.74086 -2.78545 0.7 0.5 -0.5 -0.4316
H -1.86993 0.97795 -2.13369 -0.3 0.3 -0.2 -0.9759
H -2.81798 -0.39962 -1.49777 0.1 0.8 0.6 -0.0193
H -2.41630 -1.82145 -2.91786 0.3 -0.1 -0.2 0.3371
H -1.30432 -0.85099 -3.88927 -0.1 0.4 -0.1 0.1762
C -3.08367 2.52820 1.86554 -0.1 -2.7 -1.2 0.6813
C -4.14531 2.07644 0.81677 1.0 2.2 -0.9 -0.1581
O -5.31593 1.87691 1.55797 -0.6 -0.3 -0.7 -0.4102
C -5.02340 1.81715 2.86022 -0.3 0.3 1.1 0.6683
O -5.84541 1.60175 3.70405 0.5 0.0 -0.3 -0.6008
O -3.72256 2.07915 3.07784 0.2 0.6 0.1 -0.3466
H -2.69898 3.54214 1.82731 -0.6 0.2 0.5 0.4337
H -2.25382 1.86304 1.62000 0.4 0.4 0.8 -0.6652
H -3.87700 1.23227 0.17861 0.0 -0.4 0.6 -0.0071
H -4.25181 2.90472 0.10770 -0.5 -0.1 0.0 0.3629
C -1.68949 3.08156 -6.10297 -0.2 0.4 0.0 -1.6515
C -0.92905 1.96204 -5.43156 0.0 1.3 -1.0 0.7429
C 0.57038 1.88914 -5.72604 0.4 -0.5 1.1 -0.4374
O 1.14460 1.88944 -4.39775 0.2 -0.3 0.1 -0.3300
C 0.19942 2.10992 -3.46555 1.3 1.1 -0.4 0.2441
O 0.45482 2.34912 -2.32106 -0.1 -0.5 0.2 -0.6731
O -0.98668 2.21960 -4.02513 -1.0 -0.9 0.1 -0.2183
H -1.41301 4.09725 -5.81224 0.6 -0.2 0.2 0.3471
H -2.73334 3.01151 -5.79211 -0.1 -0.2 -0.5 0.3683
H -1.54011 3.01574 -7.18195 -0.4 -0.1 0.0 0.4225
H -1.39697 1.03590 -5.77006 -0.2 -0.3 0.9 0.1899
H 1.03183 2.71867 -6.25667 -0.3 0.0 -0.2 0.2748
H 0.82972 0.92508 -6.15879 0.1 0.2 -0.3 0.2787
C -3.03370 -3.39612 1.19807 0.3 -0.2 -0.6 -1.4814
C -2.30521 -2.51832 2.21297 -1.4 -1.1 2.0 1.6675
C -2.77878 -1.07890 2.42810 1.4 1.6 -0.6 0.3547
O -3.44850 -1.03375 3.67794 -0.4 0.6 0.0 -0.3427
C -3.20315 -2.14958 4.35643 -0.2 -0.7 0.3 0.4642
O -3.43530 -2.37517 5.50669 -0.2 0.4 -0.2 -0.6169
O -2.69161 -3.05622 3.53072 0.4 -1.1 0.0 -0.5001
H -3.76987 -4.03422 1.68600 0.0 0.2 0.3 0.4384
H -2.33558 -4.07926 0.71148 0.0 0.1 -0.1 0.2839
H -3.55939 -2.84839 0.41573 0.2 0.2 0.1 0.2362
H -1.24723 -2.74174 2.33542 0.2 0.8 -1.2 -0.2273
H -3.36638 -0.59525 1.64645 -0.6 -0.7 0.0 -0.2751
H -1.94575 -0.36836 2.49990 0.3 -0.4 0.2 -0.1976
```
Positions in Å, forces in eV/Å.